Entry 1:
148
Properties=species:S:1:pos:R:3:forces:R:3 method="wB97M-V/def2-TZVPD" charge=-1 max_force_ev_per_a=1.18 relative_energy_ev=0.857 total_energy_ha=-10981.68585 homo_ev=-5.27 orbital_gap_ev=6.692
Sc 0.6411 1.0152 -0.3718 0.2 -0.1 0.4
O 3.5978 2.2555 -3.7438 0.0 0.0 -0.1
C 3.9320 3.4294 -3.1852 0.0 0.1 0.2
C 4.5962 4.3530 -3.9964 0.0 0.0 -0.1
C 4.9768 5.5803 -3.4973 0.0 -0.1 0.0
C 4.7218 5.9129 -2.1683 0.0 0.1 0.0
C 4.0827 5.0024 -1.3552 0.0 -0.1 0.0
C 3.6732 3.7579 -1.8429 -0.1 -0.1 -0.3
C 2.9415 2.8310 -0.9579 0.0 0.2 0.6
O 2.2839 1.8297 -1.4581 -0.4 0.3 -0.2
N 3.0039 3.0580 0.3288 0.1 0.3 -0.1
N 2.3078 2.0862 1.0008 -0.1 -0.3 0.0
C 2.6517 1.9156 2.2152 0.0 0.0 -0.2
C 2.1902 0.7269 2.9185 0.1 -0.3 0.1
C 2.5696 0.4805 4.2334 0.1 0.0 -0.1
C 2.2376 -0.7354 4.8039 0.0 0.0 -0.1
C 1.5450 -1.6588 4.0378 0.2 0.1 0.1
C 1.1927 -1.3153 2.7403 -0.1 -0.2 0.0
N 1.5044 -0.1541 2.1841 0.1 0.2 0.0
H 3.0056 1.7692 -3.1364 0.0 0.0 0.0
H 4.7843 4.0767 -5.0258 0.0 0.0 0.0
H 5.4730 6.2890 -4.1488 0.0 0.0 0.0
H 5.0137 6.8798 -1.7801 0.0 0.0 0.0
H 3.8693 5.2264 -0.3193 0.0 0.0 0.0
H 3.3875 2.5684 2.6779 0.0 0.0 0.0
H 3.1198 1.2350 4.7804 0.0 0.0 0.0
H 2.5187 -0.9639 5.8239 0.0 0.0 0.0
H 1.2805 -2.6299 4.4324 0.0 0.1 -0.1
H 0.6428 -2.0096 2.1138 0.0 0.1 0.0
F -2.1846 8.9335 -0.1918 0.0 0.0 0.0
C -1.8733 7.6877 0.1634 0.0 0.0 0.0
C -2.2036 7.2140 1.4133 0.0 -0.1 0.1
F -2.8235 8.0100 2.2880 0.0 0.1 0.0
C -1.8710 5.9186 1.7720 0.1 0.1 -0.1
F -2.1582 5.5999 3.0327 -0.1 -0.3 0.1
C -1.2215 5.0339 0.9138 0.0 -0.1 -0.2
P -0.9277 3.2264 1.3617 -0.3 0.7 0.5
C -2.6180 2.7711 1.9646 0.1 0.1 0.0
C -3.4767 2.2025 1.0267 0.0 0.1 0.0
C -4.7963 1.9177 1.3426 0.0 0.0 0.0
C -5.2666 2.1496 2.6244 0.0 0.0 0.1
C -4.4019 2.6457 3.5871 -0.1 0.2 0.0
C -3.0914 2.9558 3.2635 0.0 0.3 -0.2
C 0.0227 3.5156 2.9082 0.0 -0.1 0.0
C 0.8880 4.5993 3.0516 0.0 0.0 0.0
C 1.6423 4.7436 4.2066 0.0 0.0 0.0
C 1.5338 3.8173 5.2355 0.0 -0.1 0.1
C 0.6932 2.7242 5.0890 -0.1 0.2 0.0
C -0.0364 2.5602 3.9201 0.0 0.1 0.0
C -0.8414 5.5711 -0.3240 0.1 0.0 0.1
Br 0.2176 4.6331 -1.5437 1.0 0.5 0.1
C -1.1749 6.8642 -0.6951 0.1 -0.1 0.0
F -0.8082 7.3540 -1.8813 0.0 0.1 0.0
H -3.1198 1.9549 0.0442 0.1 0.1 -0.2
H -5.4410 1.4931 0.5847 0.0 0.0 0.0
H -6.2939 1.9178 2.8788 0.0 0.0 0.0
H -4.7425 2.7830 4.6060 0.0 0.0 0.0
H -2.4422 3.3279 4.0390 0.1 0.1 0.0
H 0.9823 5.3334 2.2601 0.0 0.0 0.0
H 2.3146 5.5873 4.3054 0.0 0.0 0.0
H 2.1167 3.9411 6.1404 0.0 0.0 0.0
H 0.5979 1.9862 5.8765 0.0 0.0 0.0
H -0.6571 1.6781 3.8029 0.1 0.1 0.0
F -1.0168 1.6966 -1.4943 -0.1 -0.2 0.2
C -1.6738 2.7073 -2.4800 -0.1 0.2 -0.4
F -2.2102 3.6148 -1.5745 -0.7 -0.6 0.0
C -2.8768 1.9189 -2.9569 -0.2 -0.4 0.1
F -3.6682 2.7457 -3.6648 0.0 0.0 0.0
F -2.5060 0.9179 -3.7672 0.0 0.0 0.0
F -3.6871 1.3544 -2.0071 0.1 0.0 -0.1
C -2.9336 -6.6727 -2.3526 0.0 0.1 0.0
C -2.0350 -5.5296 -1.9622 -0.1 0.0 0.0
C -0.8889 -5.7233 -1.2094 -0.1 -0.1 0.2
C -0.0674 -4.6629 -0.8539 0.0 0.1 0.2
C 1.0913 -4.9391 0.0717 -0.1 0.1 -0.1
C -0.3271 -3.3713 -1.3413 -0.1 0.2 0.2
As 1.0215 -2.0021 -0.8020 0.5 -1.0 -0.3
N 0.7698 -0.4662 -1.7493 -0.2 0.2 0.0
C 0.8010 -0.3524 -3.1405 0.0 -0.1 -0.6
C 0.7158 0.8969 -3.7772 0.0 -0.1 0.2
C 0.7214 1.0071 -5.1562 0.0 0.0 -0.1
C 0.8066 -0.1140 -5.9673 0.0 0.0 0.0
C 0.8728 -1.3591 -5.3608 0.0 0.0 0.0
C 0.8682 -1.4722 -3.9828 0.1 0.1 0.2
C 2.7487 -2.6528 -1.6825 -0.1 0.3 0.0
C 3.8840 -1.9386 -1.2440 0.0 0.0 0.1
C 3.8533 -0.8591 -0.1890 0.0 0.0 -0.2
C 5.1373 -2.1840 -1.7994 0.0 -0.1 0.0
C 5.3279 -3.1295 -2.7890 0.0 0.0 0.0
C 6.6829 -3.3967 -3.3879 -0.1 0.0 0.0
C 4.2176 -3.8441 -3.2031 0.0 0.0 0.0
C 2.9473 -3.6338 -2.6742 -0.1 -0.1 0.0
C 1.8863 -4.5519 -3.2410 0.1 0.1 0.0
C -1.5219 -3.1457 -2.0480 0.0 0.0 0.0
C -1.9844 -1.8005 -2.5310 0.0 0.0 0.0
C -2.3496 -4.2306 -2.3315 0.0 -0.1 0.0
H -2.5892 -7.6141 -1.9240 0.0 0.0 0.0
H -2.9607 -6.7836 -3.4383 0.0 0.0 0.0
H -3.9556 -6.4920 -2.0139 0.0 0.0 0.0
H -0.6295 -6.7214 -0.8700 0.0 0.0 0.0
H 1.1941 -6.0094 0.2482 0.0 0.0 0.0
H 0.9129 -4.4508 1.0355 0.1 0.0 0.0
H 2.0337 -4.5574 -0.3229 0.0 -0.1 0.1
H 0.6089 1.8029 -3.2022 0.0 0.0 0.0
H 0.6495 1.9945 -5.5956 0.0 0.0 0.0
H 0.7967 -0.0210 -7.0457 0.0 0.0 0.0
H 0.9188 -2.2603 -5.9620 0.0 0.0 0.0
H 0.8796 -2.4490 -3.5297 0.0 0.1 -0.1
H 3.0423 -0.9869 0.5182 0.0 0.0 0.1
H 3.7424 0.1206 -0.6599 0.0 0.0 0.1
H 4.7932 -0.8528 0.3658 0.0 0.0 0.0
H 5.9849 -1.6060 -1.4444 0.0 0.0 0.0
H 7.4310 -2.7172 -2.9811 0.0 0.0 0.0
H 6.6545 -3.2743 -4.4720 0.0 0.0 0.0
H 6.9993 -4.4208 -3.1798 0.0 0.0 0.0
H 4.3324 -4.5961 -3.9791 0.0 0.0 0.0
H 1.9611 -4.5690 -4.3300 0.0 0.0 0.0
H 0.8769 -4.2740 -2.9715 0.1 -0.1 -0.1
H 2.0553 -5.5717 -2.8849 -0.1 0.0 0.0
H -1.7831 -1.0237 -1.8002 0.0 0.1 0.0
H -3.0573 -1.8230 -2.7235 0.0 0.0 0.0
H -1.4913 -1.5187 -3.4602 0.0 0.0 0.0
H -3.2671 -4.0490 -2.8832 0.0 0.0 0.0
S -2.3118 0.1593 4.1685 -0.1 -0.6 0.2
P -2.3478 -0.9728 2.5607 -0.1 0.0 0.2
S -1.3975 -0.3679 0.8880 -0.2 -0.2 -0.2
C -4.0725 -1.3205 2.0442 0.1 0.0 0.0
C -5.0239 -1.4993 3.0445 -0.1 0.0 0.0
C -6.3315 -1.8158 2.7111 0.0 0.0 0.0
C -6.6927 -1.9587 1.3768 0.0 0.0 0.0
C -5.7436 -1.7868 0.3803 -0.1 0.0 0.0
C -4.4344 -1.4644 0.7112 0.0 0.0 0.0
C -1.8448 -2.6718 3.0679 0.0 0.1 0.0
C -1.2571 -2.8619 4.3148 -0.2 0.0 0.0
C -1.0106 -4.1416 4.7893 0.0 0.0 0.0
C -1.3938 -5.2412 4.0373 0.0 -0.1 0.0
C -1.9879 -5.0567 2.7975 0.1 0.0 -0.2
C -2.1894 -3.7780 2.2970 0.0 0.0 0.0
H -4.7337 -1.3724 4.0802 0.0 0.0 0.0
H -7.0696 -1.9487 3.4926 0.0 0.0 0.0
H -7.7164 -2.2002 1.1175 0.0 0.0 0.0
H -6.0267 -1.8987 -0.6595 0.0 0.0 0.0
H -3.6911 -1.3115 -0.0626 0.0 0.0 0.0
H -1.0255 -1.9897 4.9137 -0.1 0.0 0.0
H -0.5448 -4.2772 5.7583 0.0 0.0 0.0
H -1.2360 -6.2431 4.4187 0.0 0.0 0.0
H -2.2977 -5.9108 2.2144 0.0 -0.1 -0.1
H -2.6424 -3.6371 1.3218 0.0 0.0 0.0

=====

Entry 2:
143
Properties=species:S:1:pos:R:3:forces:R:3 method="wB97M-V/def2-TZVPD" charge=+1 max_force_ev_per_a=0.90 relative_energy_ev=2.947 total_energy_ha=-4511.51771 homo_ev="-8.75 / -8.62" orbital_gap_ev="6.251 / 6.515"
Tl 0.6820 -0.7959 -0.9169 -0.1 -0.1 0.5
O 4.6327 -3.0870 -2.1053 -0.1 0.0 0.0
C 3.4912 -2.7586 -1.4942 -0.2 -0.2 0.1
O 3.3299 -1.6972 -0.9315 0.0 -0.3 -0.2
C 2.4534 -3.8544 -1.5632 0.1 0.3 0.1
C 2.8287 -5.1531 -1.8346 0.0 -0.1 -0.1
C 1.8287 -6.1472 -1.8119 0.1 0.0 0.0
C 0.5422 -5.7957 -1.5334 0.1 0.0 -0.1
C 0.2431 -4.4290 -1.2734 0.0 0.0 -0.1
N 1.2065 -3.4614 -1.2906 0.0 -0.3 0.1
C -1.0701 -4.0562 -0.9838 0.2 -0.7 -0.2
O -2.1060 -4.8929 -1.0689 -0.3 0.2 0.0
O -1.4037 -2.8401 -0.6311 0.0 0.8 0.3
H 5.2179 -2.3196 -2.0420 0.1 0.2 0.0
H 3.8587 -5.3871 -2.0580 0.0 0.0 0.0
H 2.0833 -7.1807 -2.0074 0.0 0.0 0.0
H -0.2539 -6.5264 -1.5009 0.0 0.0 0.0
C 5.9213 0.2873 1.0973 0.0 0.0 0.1
C 4.9448 1.3793 0.6554 0.0 0.1 -0.1
C 5.6418 2.7523 0.7621 0.0 0.0 0.0
C 3.7112 1.4054 1.5540 0.1 0.0 0.2
C 3.7761 1.1997 2.9291 0.1 0.2 -0.2
C 2.6717 1.3911 3.7479 -0.3 0.6 -0.2
C 1.4730 1.8148 3.1934 0.1 0.0 0.2
C 1.3508 2.0020 1.8218 0.0 0.2 0.1
P -0.1732 2.6603 1.0305 0.1 0.1 0.0
C -0.2880 4.3016 1.8680 0.1 0.0 0.1
C -1.1509 4.5834 2.9227 0.0 0.0 0.0
C -1.1284 5.8325 3.5362 0.0 0.0 0.0
C -0.2399 6.8066 3.1069 0.0 0.0 0.0
C 0.6140 6.5406 2.0420 0.0 0.0 0.0
C 0.5815 5.3008 1.4216 0.0 0.0 -0.1
C -1.4432 1.6645 1.7482 -0.2 0.1 -0.3
C -2.8104 1.7340 1.1305 0.0 0.3 0.3
C -4.1861 1.6181 1.9048 0.2 -0.2 0.0
C -4.5716 -0.5397 2.3533 0.1 0.1 0.0
C -3.2466 -1.2259 2.3966 -0.2 -0.2 0.0
C -1.2911 0.3163 2.4032 0.0 -0.1 0.2
C 2.4779 1.7832 1.0359 0.1 -0.1 0.1
O 2.3171 1.9856 -0.2982 -0.2 0.3 -0.3
C 3.2167 1.4643 -1.1854 0.1 0.0 0.2
C 2.7333 1.2785 -2.4790 0.0 0.0 -0.2
C 3.6293 0.8107 -3.4310 0.1 -0.1 -0.1
C 4.9461 0.5266 -3.0870 -0.1 0.0 0.0
C 5.3736 0.6942 -1.7786 -0.1 0.1 0.0
C 4.5099 1.1596 -0.7908 0.2 0.0 0.0
P 0.9518 1.6842 -2.7686 0.0 0.3 -0.3
C 0.4749 0.5940 -4.1656 0.1 0.1 0.0
C 0.8606 -0.7468 -4.2007 0.0 0.0 -0.1
C 0.3794 -1.6063 -5.1803 -0.1 0.0 0.0
C -0.5117 -1.1437 -6.1394 0.1 0.0 0.1
C -0.9357 0.1776 -6.0938 0.0 0.1 0.1
C -0.4533 1.0352 -5.1125 0.0 0.0 0.0
C 1.1266 3.3458 -3.5336 0.0 0.0 0.0
C 0.7771 4.4324 -2.7335 0.0 0.0 0.0
C 0.9457 5.7358 -3.1915 0.0 -0.1 0.0
C 1.4582 5.9601 -4.4598 0.0 0.0 0.0
C 1.8003 4.8815 -5.2705 0.0 0.0 0.0
C 1.6391 3.5844 -4.8090 0.0 0.0 0.0
H 6.2530 0.4529 2.1223 0.0 0.0 0.0
H 6.8169 0.2912 0.4782 0.0 0.0 0.0
H 5.4582 -0.7006 1.0365 0.0 0.0 -0.1
H 5.9318 2.9534 1.7967 0.0 0.0 -0.1
H 4.9736 3.5511 0.4332 0.0 0.0 0.0
H 6.5366 2.7738 0.1349 0.0 0.0 0.0
H 4.7152 0.9130 3.3837 0.0 0.1 -0.1
H 2.7593 1.2423 4.8168 -0.1 0.4 -0.2
H 0.6192 2.0174 3.8322 0.1 0.0 0.0
H -1.8388 3.8209 3.2711 0.0 0.0 0.0
H -1.8046 6.0419 4.3570 0.0 0.0 0.0
H -0.2130 7.7723 3.5974 0.0 0.0 0.0
H 1.2992 7.3038 1.6922 0.0 0.0 0.0
H 1.2422 5.1000 0.5820 0.0 0.0 0.0
H -2.8907 2.5292 0.3869 0.0 0.0 0.1
H -4.7887 2.5238 1.8952 0.0 0.0 0.0
H -5.4754 -1.0852 2.6214 0.0 0.0 0.0
H -2.9586 -1.8049 3.2658 0.0 0.1 0.1
H -0.2670 -0.0491 2.4291 -0.1 -0.1 -0.2
H 3.2982 0.6666 -4.4533 0.0 0.0 0.0
H 5.6387 0.1693 -3.8380 0.0 0.0 0.0
H 6.4045 0.4801 -1.5346 0.1 0.0 0.0
H 1.5495 -1.1272 -3.4553 0.2 0.0 -0.2
H 0.7059 -2.6391 -5.1979 0.0 0.0 0.0
H -0.8686 -1.8063 -6.9185 0.0 0.0 0.0
H -1.6451 0.5452 -6.8259 0.0 0.0 0.0
H -0.7999 2.0626 -5.0873 0.0 0.0 0.0
H 0.3742 4.2499 -1.7413 0.0 0.0 0.0
H 0.6735 6.5715 -2.5576 0.0 0.0 0.0
H 1.5915 6.9725 -4.8212 0.0 0.0 0.0
H 2.1970 5.0557 -6.2635 0.0 0.0 0.0
H 1.9059 2.7512 -5.4501 0.0 0.0 0.0
C -5.1358 3.3013 -3.1849 0.0 -0.1 0.0
C -3.8215 3.5503 -2.8215 0.0 0.0 0.0
C -3.0667 2.5414 -2.2350 0.1 0.1 -0.2
C -3.6101 1.2797 -1.9971 0.2 0.0 -0.1
C -4.9379 1.0449 -2.3571 0.0 -0.1 0.0
C -5.6923 2.0476 -2.9488 0.0 0.0 0.0
P -2.4739 0.1117 -1.1555 -0.2 0.0 0.1
C -3.0243 -1.5541 -1.6957 -0.3 0.7 -0.5
C -2.8465 -2.6726 -0.7510 0.0 -0.3 0.6
C -3.3365 -4.0692 -1.1544 0.2 -0.3 -0.2
C -3.8809 -4.1904 -2.5431 0.3 0.1 0.0
C -3.8031 -3.1662 -3.3917 0.0 0.3 0.2
C -3.3543 -1.8212 -2.9591 -0.4 -0.2 -0.4
C -3.0750 0.3129 0.5899 -0.1 -0.4 0.2
C -4.5485 0.3470 1.0789 0.0 0.0 0.1
C -4.2663 0.7912 3.2363 0.1 -0.1 -0.2
C -3.0637 0.8097 4.1617 -0.1 0.1 0.0
C -1.7863 0.5936 3.8286 0.0 -0.1 -0.1
C -2.3761 -0.5158 1.6739 0.2 0.3 0.0
H -5.7268 4.0774 -3.6557 0.0 0.0 0.0
H -3.3778 4.5231 -2.9973 0.0 0.0 0.0
H -2.0330 2.7307 -1.9655 0.1 0.0 0.0
H -5.3866 0.0734 -2.1874 0.0 0.0 0.0
H -6.7210 1.8525 -3.2259 0.0 0.0 0.0
H -3.2041 -2.4075 0.2364 0.0 -0.1 0.2
H -4.0089 -4.4816 -0.4073 0.0 0.0 0.0
H -4.2605 -5.1612 -2.8400 0.0 0.1 0.0
H -4.1367 -3.2864 -4.4157 0.0 0.1 0.0
H -3.3823 -1.0201 -3.6934 0.0 -0.1 0.0
H -5.3644 0.3076 0.3632 0.0 0.0 0.0
H -5.1461 1.0952 3.8023 -0.1 0.0 -0.1
H -3.2641 1.0392 5.2037 0.0 0.0 0.0
H -1.0266 0.6939 4.6009 -0.1 -0.1 -0.1
C 2.1022 -2.6198 6.1451 0.0 0.0 0.0
C 3.4163 -2.4585 5.3860 0.0 0.1 0.0
C 3.7479 -0.9843 5.1652 -0.1 -0.5 0.0
C 3.4238 -3.2432 4.0731 -0.2 0.1 -0.1
N 2.4463 -2.7549 3.0925 0.2 -0.4 0.5
C 2.5649 -1.8067 2.1721 0.0 0.3 -0.1
N 1.4110 -1.6659 1.5692 -0.3 -0.3 0.1
N 0.5776 -2.5772 2.1366 0.3 0.0 0.1
N 1.1924 -3.2331 3.0544 -0.1 0.3 -0.3
H 2.1282 -2.0423 7.0704 0.0 0.0 0.0
H 1.9127 -3.6635 6.4040 0.0 0.0 0.0
H 1.2542 -2.2646 5.5551 0.0 0.0 0.0
H 4.2180 -2.9086 5.9779 0.0 0.0 0.0
H 2.9472 -0.4751 4.6205 0.3 -0.8 0.3
H 4.6799 -0.8539 4.6074 -0.1 -0.1 0.0
H 3.8624 -0.4726 6.1209 0.0 0.0 0.1
H 3.1863 -4.2910 4.2426 0.0 0.0 0.0
H 4.4012 -3.1816 3.5976 0.1 0.0 0.0
H 3.4631 -1.2434 1.9728 -0.1 -0.1 0.0